Entry 1:
Molecular formula: C3H6N4O
Method: DFT, the ωB97M-V functional and the def2-TZVPD basis

```
14
Properties=species:S:1:pos:R:3
H -1.915 1.248 0.010
N -1.061 1.971 -0.134
C -0.224 1.031 0.133
N 1.071 1.374 0.292
N 2.193 0.699 -0.078
C 2.100 -0.535 -0.138
O 0.900 -0.980 0.355
N -0.260 -0.313 -0.122
C -1.336 -1.147 0.063
H 1.057 2.482 0.281
H 2.551 -1.465 -0.675
H -2.144 -0.576 -0.315
H -1.571 -1.713 1.150
H -1.360 -2.076 -0.822
```

Calculated values
Structure (SMILES) ... [H]/N=C1/NN=CON1C
Total energy ... -411.9751 Eh
Gap between HOMO and LUMO ... 9.89 eV


Entry 2:
Molecular formula: C12H26N4O3Zr
Method: DFT, the ωB97M-V functional and the def2-TZVPD basis

```
46
Properties=species:S:1:pos:R:3
C 2.827 0.740 1.674
C 2.363 0.449 0.235
C 3.892 0.677 -0.792
N 5.008 0.990 -0.142
C 1.861 -0.930 -0.099
C 2.122 -1.988 1.017
C 1.480 -3.294 0.613
O 0.082 -3.060 0.477
O 1.523 1.440 -0.032
C 0.810 1.485 -1.279
O 1.503 1.677 -2.222
C -0.675 1.412 -1.256
C -1.273 2.303 -0.140
C -1.778 1.524 1.077
C -3.156 0.839 1.054
N -3.213 -0.594 0.669
C -4.123 -1.005 -0.277
N -4.810 -2.036 -0.117
N -4.378 -0.160 -1.594
H 3.609 0.053 1.971
H 3.134 1.773 1.783
H 1.941 0.548 2.275
H 3.558 1.516 -1.462
H 4.089 -0.225 -1.361
H 5.884 0.848 -0.669
H 5.057 1.943 0.230
H 2.346 -1.348 -0.984
H 0.796 -0.928 -0.310
H 3.164 -2.105 1.288
H 1.571 -1.632 1.888
H 1.899 -3.728 -0.291
H 1.642 -3.952 1.469
H -0.320 -3.855 0.112
H -0.976 1.774 -2.233
H -1.032 0.387 -1.182
H -0.557 3.058 0.165
H -2.125 2.847 -0.541
H -1.028 0.772 1.330
H -1.864 2.226 1.900
H -3.919 1.378 0.490
H -3.476 0.879 2.091
H -2.276 -0.947 0.517
H -5.453 -2.287 -0.863
H -4.470 -0.799 -2.383
H -5.248 0.488 -1.360
Zr -6.013 0.846 -2.739
```

Calculated values
Total energy ... -962.5673 Eh
Gap between HOMO and LUMO ... 4.06 eV
Charge ... +4


Entry 3:
Molecular formula: C6H15NO
Method: DFT, the ωB97M-V functional and the def2-TZVPD basis

```
23
Properties=species:S:1:pos:R:3
C 1.163 -1.041 -1.173
C -0.071 -0.548 -0.387
C 0.231 -0.599 1.140
C -0.392 0.486 2.012
N -0.204 -1.898 1.682
C -0.630 0.776 -0.962
C 0.238 2.016 -0.791
O -0.865 0.613 -2.368
H 0.919 -1.218 -2.225
H 1.979 -0.313 -1.135
H 1.541 -1.984 -0.765
H -0.850 -1.297 -0.602
H 1.316 -0.546 1.293
H -0.263 0.253 3.077
H 0.112 1.443 1.857
H -1.462 0.609 1.824
H -1.222 -1.961 1.651
H 0.146 -2.658 1.102
H -1.614 0.974 -0.521
H 1.283 1.771 -0.583
H 0.214 2.653 -1.682
H -0.126 2.624 0.044
H -1.445 -0.153 -2.488
```

Calculated values
Structure (SMILES) ... C[C@@H]([C@@H](C)N)[C@@H](C)O
Total energy ... -367.5917 Eh
Gap between HOMO and LUMO ... 10.01 eV


We obtain HOMO energy values of -9.1; -20.5; -9.2 eV for the records listed above, in that order.